Record 1
C46H45BN9O4ScTe | ωB97M-V/def2-TZVPD

Calculated values
Maximum force, eV/Å: 1.22
<S²>: 0.751
Energy relative to the best compared isomer or geometry (same formula, charge and spin), kcal/mol: 26.16

Structure (ORCA input):
```
! RIJCOSX wB97M-V def2-TZVPD def2/J DEFGRID3
* xyz 1 2
Sc -1.23485 0.83215 -0.20524
C 3.36338 1.44697 -3.01516
N 2.36068 0.70170 -2.27605
C 1.04737 0.90774 -2.22916
N 0.47219 -0.04045 -1.49245
C 1.53305 -0.80683 -1.09718
N 2.68089 -0.39749 -1.56584
C 4.36424 2.22997 -2.18690
C 5.11288 3.19565 -2.85470
C 6.10912 3.89678 -2.19473
C 6.36786 3.65166 -0.85772
C 5.60601 2.70558 -0.18036
C 4.60659 1.99356 -0.84531
C 5.85393 2.46053 1.23131
N 6.83390 2.87826 1.96728
N 6.61604 2.39931 3.23078
C 5.51775 1.71966 3.19442
O 4.98212 1.71429 1.94692
C 4.79372 1.05343 4.26648
C 5.35173 0.81910 5.51661
C 4.58601 0.20439 6.49459
C 3.26837 -0.15217 6.24632
C 2.70055 0.09244 5.00065
C 1.24419 -0.25999 4.73855
N 0.74539 0.32779 3.51194
C 0.84450 -0.12885 2.26415
N 0.38093 0.77818 1.41716
C 0.01928 1.81203 2.24356
N 0.20150 1.55925 3.51450
C 3.47385 0.68006 4.01621
H 2.83571 2.12738 -3.68105
H 3.90906 0.72766 -3.62861
H 0.53091 1.71697 -2.72088
H 1.44222 -1.68685 -0.48319
H 4.92581 3.39399 -3.90405
H 6.68494 4.64130 -2.72765
H 7.14490 4.18299 -0.32553
H 4.04808 1.24335 -0.30410
H 6.37017 1.12740 5.71166
H 5.01724 0.00459 7.46606
H 2.67615 -0.61452 7.02776
H 0.62274 0.12987 5.54243
H 1.11229 -1.34181 4.68068
H 1.27974 -1.07862 2.00118
H -0.36437 2.74824 1.86701
H 3.06805 0.88934 3.03803
O -0.25200 3.53419 -1.76409
B -1.24140 3.04103 -0.84755
O -1.83192 4.18316 -0.26297
C -1.24269 5.29748 -0.79491
C -1.48818 6.62771 -0.52925
C -0.71518 7.55997 -1.21428
C 0.25477 7.16562 -2.12897
C 0.49009 5.82032 -2.39800
C -0.27405 4.90321 -1.70939
H -2.25320 6.92421 0.17578
H -0.87347 8.61506 -1.03516
H 0.83845 7.91718 -2.64356
H 1.23281 5.51258 -3.12285
C -4.67255 1.59364 -2.40616
C -3.75489 0.41350 -2.39753
O -3.60365 -0.31707 -3.41336
N -3.10111 0.08625 -1.27847
Te -2.14017 -1.52850 -1.95073
C -3.64518 -3.02836 -2.14318
C -4.61293 -3.33551 -1.18276
C -4.70922 -2.63025 0.14237
C -5.53887 -4.33066 -1.47507
C -5.53871 -5.01048 -2.68402
C -6.57739 -6.05121 -2.98658
C -4.57112 -4.67745 -3.62523
C -3.62674 -3.69322 -3.38253
C -2.63104 -3.34819 -4.46302
C -1.42413 -2.12431 0.01486
C -1.71936 -1.62927 1.30234
C -2.64520 -0.47106 1.62849
C -1.21884 -2.30203 2.42086
C -0.40712 -3.41526 2.33204
C 0.11765 -4.11503 3.55365
C -0.08373 -3.87422 1.05893
C -0.58499 -3.26640 -0.08064
C -0.24937 -3.91283 -1.40549
H -5.68666 1.24504 -2.60132
H -4.38824 2.26963 -3.21122
H -4.64004 2.11549 -1.45358
H -4.68135 -1.54972 0.00926
H -3.89545 -2.93614 0.80024
H -5.64530 -2.88548 0.63680
H -6.29203 -4.57383 -0.73406
H -7.16063 -6.29044 -2.09947
H -6.12010 -6.96596 -3.36424
H -7.25909 -5.68611 -3.75690
H -4.56379 -5.18928 -4.58120
H -2.83155 -3.92878 -5.36072
H -1.60587 -3.56440 -4.15190
H -2.70918 -2.29055 -4.72281
H -3.19246 -0.11583 0.75767
H -2.09643 0.37224 2.07934
H -3.37153 -0.78997 2.37379
H -1.51165 -1.94508 3.40403
H -0.47550 -3.87193 4.43442
H 1.15568 -3.83331 3.75049
H 0.10314 -5.19451 3.40815
H 0.54853 -4.74864 0.95243
H 0.51967 -4.67160 -1.27614
H 0.12297 -3.18999 -2.13430
H -1.13529 -4.40062 -1.82275
*
```

=====

Record 2
C46H45F7N3O6P2PbS2 | ωB97M-V/def2-TZVPD

Calculated values
Maximum force, eV/Å: 3.16
Energy relative to the best compared isomer or geometry (same formula, charge and spin), kcal/mol: 59.13

Structure (ORCA input):
```
! RIJCOSX wB97M-V def2-TZVPD def2/J DEFGRID3
* xyz -1 1
Pb -20.22214 3.88087 7.09792
F -16.61359 8.79158 5.73048
C -15.60852 7.88140 5.55716
F -15.56727 7.01855 6.60265
F -14.40680 8.43912 5.46566
S -16.12696 6.87342 3.89423
O -18.84890 6.06029 8.52987
O -16.02143 7.86393 2.79574
N -14.86615 5.92888 4.15947
S -13.98337 5.06618 3.11946
O -19.54586 3.95004 4.52971
O -13.11925 4.08379 3.79815
C -15.46165 4.10254 2.17193
F -15.24487 4.18895 0.85191
F -16.71311 4.61311 2.36037
F -15.36974 2.86678 2.67431
C -20.73197 7.12478 11.68088
N -20.09602 6.04238 10.85470
P -18.64510 6.21737 10.01005
C -17.93767 7.85283 10.16748
C -17.71697 8.65146 9.06883
C -17.21736 9.91010 9.19043
C -16.92460 10.49082 10.39590
C -17.03014 9.63270 11.52057
C -17.56278 8.31806 11.43327
C -17.40410 5.17242 10.84183
C -16.10409 5.59682 11.16764
C -15.27813 4.93557 12.01362
C -15.64129 3.70546 12.49520
C -16.85733 3.12810 12.14099
C -17.70046 3.87150 11.33297
P -21.27091 4.74884 10.27231
C -22.07564 4.24061 11.78541
C -23.10625 4.94126 12.48496
C -23.53591 4.52369 13.72990
C -23.26902 3.20609 14.12960
C -22.35592 2.47261 13.41060
C -21.69834 2.98592 12.23744
C -22.52460 5.68809 9.32178
C -23.86067 5.28167 9.35853
C -24.77720 5.99820 8.54650
C -24.34538 7.14557 7.86756
C -23.06002 7.58530 7.91898
C -22.11473 6.77293 8.51759
H -19.98098 7.71330 12.24775
H -21.33548 6.65900 12.44990
H -21.31077 7.81294 11.07554
H -17.95326 8.19081 8.11217
H -17.15444 10.52051 8.28682
H -16.68884 11.57937 10.54597
H -16.69762 9.99999 12.53594
H -17.76394 7.72824 12.34849
H -15.68147 6.44020 10.59015
H -14.35336 5.37601 12.39433
H -15.03983 3.08650 13.16939
H -17.22462 2.17075 12.45977
H -18.65864 3.40970 11.04229
H -23.58739 5.77265 11.95080
H -24.16536 5.18382 14.34510
H -23.82265 2.72756 14.89956
H -22.04514 1.47562 13.75045
H -21.02750 2.35012 11.69250
H -24.14572 4.39494 9.97536
H -25.78964 5.67002 8.39372
H -25.12408 7.67715 7.35575
H -22.74115 8.60356 7.51920
H -21.09575 7.06272 8.57651
F -14.71771 1.30014 5.82806
C -15.91043 1.84859 6.18560
C -15.89592 3.20238 6.48303
C -17.07960 3.71722 6.98479
C -18.20497 2.95658 7.20664
C -18.15681 1.62162 6.88413
C -17.00410 1.02859 6.40500
H -15.07709 3.80573 6.09088
H -17.18060 4.77523 7.26296
H -19.03860 0.99851 7.03381
H -16.90450 -0.04079 6.16761
O -21.12336 2.03589 8.71525
C -22.05051 1.90133 7.82012
O -22.05367 2.45486 6.70180
H -22.91010 1.20946 8.01782
C -19.16798 0.25922 3.06658
C -19.88051 0.76111 1.80068
C -18.85127 1.14077 0.67011
C -20.92664 1.82900 1.97583
C -22.15601 1.80394 1.29825
C -23.07048 2.89741 1.43321
C -22.71423 3.98200 2.17206
C -21.50282 4.12989 2.72783
C -21.07597 5.41837 3.34825
C -22.16765 6.32177 3.84083
C -19.91560 6.17757 2.58260
C -20.64378 3.01564 2.75221
N -19.51669 2.99817 3.52594
H -18.45767 -0.55217 2.68417
H -19.92225 -0.29310 3.74704
H -18.55811 0.96673 3.66611
H -20.48635 -0.14548 1.48183
H -18.18024 1.87747 1.07160
H -19.26468 1.60600 -0.32170
H -18.16807 0.32844 0.34922
H -22.41638 0.89407 0.73605
H -24.06621 2.85741 1.03770
H -23.41210 4.80585 2.16994
H -20.17365 4.75979 4.24500
H -22.88839 6.62142 3.02382
H -21.66881 7.17226 4.30539
H -22.69985 5.87898 4.67422
H -19.38965 5.60050 1.83168
H -19.20963 6.72004 3.26890
H -20.52119 6.95202 2.02637
*
```